ORCA calculation (the ωB97M-V functional and the def2-TZVPD basis) on a 2-piece molecular cluster, C3H11N2O overall at a distorted geometry.

Its multiplicity is 2. The HOMO energy (spin up / spin down) comes out at -18.2 / -18.2 eV. Its energy relative to the best compared isomer or geometry (same formula, charge and spin) is 279.3 kJ/mol. The net charge is +2.

Last column: Mulliken charge in e.
Atoms and positions in Å:
N: 0.41415 0.93457 0.89332  -0.5570
C: -0.53076 2.00627 0.63423  -0.4109
O: -0.02667 3.22902 1.15996  -0.4698
H: 1.30379 1.09935 0.42594  0.3434
H: 0.60485 0.80922 1.89095  0.3410
H: -0.69269 2.07696 -0.45053  0.3373
H: -1.47827 1.74696 1.13268  0.3653
H: -0.68115 3.92706 0.88497  0.3691
C: 0.08383 -1.51722 -1.24046  0.3529
C: 1.01850 -2.46063 -1.45285  -0.5688
N: -0.51755 -1.37305 0.05644  -0.2973
H: -0.46673 -1.04330 -2.03476  0.4124
H: 1.52761 -2.47893 -2.41077  0.3220
H: 1.41878 -3.10309 -0.68504  0.3020
H: -0.21304 -2.13353 0.67054  0.3752
H: -0.21504 -0.31180 0.54912  0.3596
H: -1.54960 -1.40786 -0.02374  0.4235

Cartesian forces, eV/Å:
N -0.396 -1.341 0.434
C -0.906 1.438 0.350
O -1.029 -0.471 -0.886
H 0.145 -0.057 -0.105
H 0.002 0.366 0.041
H 0.084 -0.090 0.132
H 0.189 -0.042 -0.161
H 1.019 -0.629 0.474
C -3.028 0.325 1.814
C 2.406 -0.474 -0.628
N -0.007 -1.815 -2.137
H 0.241 0.569 -0.327
H -0.220 -0.331 -0.216
H -0.045 -0.257 0.274
H 0.019 0.171 0.378
H 1.349 2.206 0.373
H 0.178 0.433 0.190

***

ORCA calculation (the ωB97M-V functional and the def2-TZVPD basis) on C55H41Cl3GeN6O6S3Y as an isolated structure at a distorted geometry.

Its multiplicity is 2. The HOMO energy (spin up / spin down) comes out at -2.2 / -2.2 eV. Its energy relative to the best compared isomer or geometry (same formula, charge and spin) is 74.8 kJ/mol. The net charge is -2.

Last column: Mulliken charge in e.
Atoms and positions in Å:
Y: 0.59846 0.04052 1.59672  -0.2157
C: 9.76373 4.50668 2.20837  -0.8458
O: 9.28944 3.47406 1.38123  -0.4610
C: 8.02046 3.01235 1.63086  0.9719
C: 7.21500 3.46320 2.66493  -0.6199
C: 5.93062 2.94583 2.80034  -0.6773
C: 5.42940 1.99424 1.91898  -0.2281
C: 6.26750 1.53033 0.90164  0.1727
C: 7.54877 2.02975 0.76693  -0.7427
C: 4.03769 1.48467 2.06735  1.5807
C: 3.87372 0.11874 2.34295  0.2051
C: 4.96213 -0.78551 2.62381  -1.5195
C: 4.40821 -1.93431 3.07949  -1.5830
C: 2.98094 -1.74227 3.07304  0.7961
N: 2.68161 -0.50703 2.57786  0.4166
C: 2.07480 -2.63583 3.64590  0.3150
C: 0.69792 -2.45190 3.80505  0.4489
C: -0.15091 -3.40050 4.48632  -1.7577
C: -1.38242 -2.84673 4.55034  -1.6029
C: -1.28423 -1.55014 3.92128  0.6093
C: -2.28912 -0.58033 3.98267  0.8235
C: -3.59425 -0.99141 4.56950  -0.3631
C: -4.38634 -1.94351 3.92288  -0.0364
C: -5.61339 -2.31779 4.43619  -0.9007
C: -6.07379 -1.76287 5.62459  0.9763
O: -7.29691 -2.20028 6.06878  -0.4724
C: -7.91415 -1.43808 7.07617  -0.8702
C: -5.29658 -0.82761 6.29047  -0.6030
C: -4.06790 -0.45097 5.75828  -0.3799
C: -2.12551 0.75516 3.59567  0.3808
N: -1.00116 1.30227 3.05083  0.0099
C: -1.21582 2.64710 3.01006  0.7761
C: -0.28441 3.61766 2.63528  1.0754
C: -0.70657 5.03897 2.77464  -0.5625
C: -1.74138 5.58602 2.02699  -0.3801
C: -2.16675 6.89386 2.23270  -0.4237
C: -1.54905 7.68013 3.19185  0.8592
O: -1.89312 8.98251 3.45697  -0.4855
C: -3.18986 9.38006 3.07982  -0.8688
C: -0.49634 7.15549 3.93410  -0.9446
C: -0.08231 5.85323 3.72497  -0.2565
C: 1.04591 3.37415 2.26743  0.4772
C: 1.97789 4.41954 1.91490  -1.6364
C: 3.18459 3.82917 1.76733  -1.3734
C: 2.99388 2.42030 2.02517  -0.0322
N: 1.67378 2.16672 2.26326  0.1040
C: -2.54483 2.95339 3.48780  -1.6545
C: -3.11848 1.78090 3.82416  -1.3228
N: -0.02444 -1.35145 3.45045  0.5118
C: 2.65594 -3.82470 4.34176  -1.1104
C: 2.89753 -5.04156 3.71094  0.2590
C: 3.36818 -6.12946 4.42639  -0.9610
C: 3.61740 -6.02103 5.78964  1.0902
O: 4.04215 -7.16155 6.42254  -0.4610
C: 4.13411 -7.11260 7.82571  -0.8598
C: 3.42062 -4.80385 6.42685  -0.6959
C: 2.94090 -3.72249 5.69832  0.1598
H: 9.10814 5.38333 2.18203  0.3301
H: 10.74246 4.77917 1.81810  0.2474
H: 9.86739 4.17648 3.24790  0.3173
H: 7.55985 4.20727 3.37114  0.3596
H: 5.30690 3.29231 3.61438  0.4949
H: 5.90166 0.79185 0.19980  0.0846
H: 8.20762 1.68345 -0.01999  0.4525
H: 6.00756 -0.54525 2.53067  0.4983
H: 4.92000 -2.82367 3.41149  0.4556
H: 0.17126 -4.35544 4.86988  0.4584
H: -2.27143 -3.24498 5.01172  0.4712
H: -4.04120 -2.36662 2.98962  0.5044
H: -6.23771 -3.03121 3.91312  0.4026
H: -7.98477 -0.38360 6.79066  0.3678
H: -7.38919 -1.51196 8.03440  0.2965
H: -8.91692 -1.84526 7.19411  0.2538
H: -5.62737 -0.38411 7.22080  0.3138
H: -3.46601 0.28037 6.28286  0.5283
H: -2.21985 4.97889 1.26709  0.5535
H: -2.98101 7.28198 1.63342  0.3350
H: -3.94321 8.67186 3.43929  0.3715
H: -3.29410 9.48594 1.99546  0.2916
H: -3.36122 10.34852 3.54714  0.2545
H: -0.01504 7.78431 4.67316  0.3855
H: 0.72374 5.44132 4.31818  0.5483
H: 1.72799 5.45863 1.77639  0.5466
H: 4.11654 4.29075 1.48998  0.6066
H: -2.98472 3.93340 3.55707  0.4581
H: -4.12169 1.61081 4.17371  0.6042
H: 2.70626 -5.13692 2.64912  0.5656
H: 3.54168 -7.08551 3.94793  0.3866
H: 4.37490 -8.12394 8.14714  0.2438
H: 3.18661 -6.80735 8.28111  0.3498
H: 4.92357 -6.43040 8.15728  0.3080
H: 3.62801 -4.67992 7.48165  0.3591
H: 2.78109 -2.77406 6.19622  0.5116
S: -4.68776 1.88853 0.15965  -0.2463
C: -3.24363 1.03225 0.27029  0.2422
S: -3.31162 -0.62797 0.51719  -0.2901
S: -1.80578 1.86384 -0.03892  -0.3764
O: 0.71862 -2.39274 1.00709  -0.0077
N: 0.00610 -2.80418 0.02979  -1.4864
N: -0.47217 -1.85768 -0.66836  1.8973
O: -0.28798 -0.60847 -0.35483  -0.4368
C: -1.10879 -2.14828 -1.90594  -0.2717
C: -1.21069 -3.45358 -2.37446  -0.4555
C: -1.73967 -3.67525 -3.63271  -0.5422
C: -2.15992 -2.61290 -4.42234  -0.4044
C: -2.08650 -1.31974 -3.92734  -0.7872
C: -1.56840 -1.08226 -2.66477  0.2657
H: -0.84454 -4.26537 -1.76468  0.4102
H: -1.80716 -4.68801 -4.01183  0.3403
H: -2.52312 -2.79685 -5.42671  0.3588
H: -2.41787 -0.48525 -4.53220  0.3777
H: -1.48966 -0.08243 -2.26072  0.2779
Cl: 5.07600 -0.88530 -1.38718  -0.5861
Ge: 2.95807 -1.34747 -0.47026  0.8755
Cl: 2.14064 0.89129 -0.54097  -0.3024
Cl: 2.16199 -2.05340 -2.50589  -0.4804

Cartesian forces, eV/Å:
Y -0.730 0.520 0.783
C 0.050 0.008 0.017
O -0.002 -0.003 0.021
C -0.030 -0.081 -0.033
C 0.023 0.093 0.080
C 0.006 -0.126 -0.057
C -0.028 0.066 0.047
C 0.030 0.139 0.029
C 0.099 0.035 -0.053
C -0.170 -0.073 -0.010
C 0.055 0.173 0.188
C -0.087 0.042 0.046
C 0.066 0.005 -0.022
C 0.008 0.089 0.105
N 0.116 -0.098 0.062
C -0.099 -0.058 -0.009
C 0.147 0.031 0.126
C 0.004 -0.023 0.005
C 0.008 -0.024 0.009
C 0.054 0.157 0.144
C 0.004 0.111 -0.165
C -0.038 0.021 -0.055
C -0.066 0.085 0.038
C -0.005 -0.098 -0.013
C 0.079 0.000 -0.059
O -0.024 -0.006 -0.046
C -0.093 0.012 0.055
C -0.060 0.065 0.118
C 0.050 -0.080 -0.079
C 0.038 -0.117 0.010
N 0.077 -0.189 0.055
C 0.147 0.007 0.063
C -0.058 -0.137 -0.041
C 0.083 0.094 0.030
C 0.090 -0.081 -0.058
C -0.177 0.072 -0.086
C 0.141 -0.120 0.002
O -0.007 0.010 0.097
C -0.106 0.068 -0.020
C 0.089 0.087 0.009
C -0.193 0.036 -0.066
C -0.061 -0.016 -0.029
C 0.036 0.017 -0.035
C -0.001 -0.041 0.007
C 0.106 -0.022 0.079
N 0.029 -0.021 0.087
C -0.107 -0.004 0.094
C 0.030 -0.008 -0.068
N 0.103 -0.185 0.049
C -0.007 0.035 0.096
C 0.013 -0.012 -0.033
C 0.054 -0.112 -0.010
C -0.085 0.083 -0.070
O 0.013 -0.016 -0.030
C 0.025 -0.041 0.033
C 0.037 -0.025 0.146
C 0.027 -0.067 -0.122
H 0.005 -0.017 -0.020
H 0.003 0.017 0.040
H 0.002 0.013 -0.015
H 0.000 -0.024 -0.034
H -0.038 0.009 -0.003
H -0.014 -0.022 0.012
H -0.066 -0.015 -0.039
H 0.022 -0.037 -0.026
H -0.018 0.006 0.018
H -0.036 0.002 0.023
H 0.030 -0.035 0.007
H 0.011 0.033 -0.056
H -0.004 -0.007 0.029
H 0.017 -0.011 0.015
H 0.023 -0.011 -0.025
H 0.007 0.011 0.015
H 0.010 -0.014 -0.032
H 0.020 0.007 -0.007
H -0.025 -0.061 0.022
H 0.040 -0.014 0.017
H 0.026 -0.011 -0.029
H 0.028 -0.009 0.013
H 0.005 0.008 -0.035
H -0.025 -0.007 0.013
H 0.019 -0.006 0.010
H 0.025 0.008 0.030
H 0.012 0.034 -0.017
H 0.008 0.010 -0.022
H -0.023 0.034 0.032
H -0.054 0.028 0.001
H -0.014 0.021 -0.027
H 0.025 0.020 0.026
H 0.011 0.006 -0.017
H -0.010 -0.009 0.004
H -0.019 -0.015 -0.031
H -0.038 0.003 -0.007
S -0.218 0.047 0.134
C 0.608 -0.115 -0.504
S -0.298 0.136 0.269
S -0.349 0.274 0.082
O -0.558 0.172 -0.146
N 0.349 -0.176 0.096
N -0.126 0.013 0.038
O -0.031 -0.483 -0.159
C -0.245 -0.075 -0.336
C 0.062 0.079 0.142
C -0.029 -0.045 -0.029
C -0.009 0.006 -0.060
C 0.010 -0.105 -0.019
C 0.075 0.101 0.145
H 0.012 -0.023 -0.020
H 0.029 -0.003 0.015
H -0.070 0.010 0.033
H -0.009 0.013 0.027
H 0.012 0.007 0.017
Cl 0.027 0.028 0.001
Ge 0.689 -0.309 -0.613
Cl 0.417 0.188 -0.509
Cl -0.017 0.039 0.053

***

ORCA calculation (the ωB97M-V functional and the def2-TZVPD basis) on a 2-piece molecular cluster, C5H13NO2 overall at a distorted geometry.

The HOMO energy comes out at -9.2 eV. Its energy relative to the best compared isomer or geometry (same formula, charge and spin) is 149.6 kJ/mol. As for the SMILES: CC(=O)[C@H](C)O.CN.

Last column: Mulliken charge in e.
Atoms and positions in Å:
C: -2.29105 0.77549 1.15009  -1.1355
C: -1.14567 -0.10508 0.71059  0.6081
O: -1.25944 -0.82537 -0.27615  -0.5464
C: 0.14866 -0.02864 1.54208  0.0992
C: 0.82183 1.32444 1.36013  -1.1215
O: 1.09904 -1.04700 1.27010  -0.5606
H: -2.47424 1.53419 0.38507  0.2806
H: -3.18335 0.16300 1.29969  0.3625
H: -2.05442 1.27442 2.09318  0.3348
H: -0.14973 -0.16086 2.58682  0.3575
H: 1.51741 1.50503 2.18600  0.3204
H: 1.41624 1.35436 0.44064  0.2877
H: 0.10534 2.14980 1.32760  0.3505
H: 1.40728 -0.94218 0.35348  0.3359
C: 1.00893 -1.52435 -2.51100  -0.7329
N: 0.83485 -0.08293 -2.41219  -0.6318
H: 2.05713 -1.79158 -2.35514  0.3187
H: 0.40719 -2.04472 -1.76113  0.2691
H: 0.70150 -1.86876 -3.50139  0.2845
H: 1.20415 0.24278 -1.52530  0.1941
H: -0.17156 0.09802 -2.36309  0.3252

Cartesian forces, eV/Å:
C 0.272 0.097 0.427
C -0.028 -1.047 -1.266
O 0.389 0.900 1.363
C 0.288 -0.286 -0.443
C 0.048 0.573 0.278
O -0.424 0.067 -0.238
H -0.103 -0.143 0.050
H 0.080 0.089 -0.201
H -0.103 0.047 -0.088
H 0.049 -0.017 -0.042
H -0.131 -0.036 -0.137
H -0.228 -0.086 0.014
H 0.083 -0.025 0.027
H -0.283 -0.155 0.364
C -0.062 -0.317 0.227
N -0.382 0.415 -0.089
H -0.048 0.039 -0.152
H 0.035 -0.259 -0.049
H 0.119 0.032 0.082
H -0.013 0.057 -0.110
H 0.444 0.056 -0.015